(1)
Formula: C39H78F3NO20P
Source: the Open Molecules 2025 dataset
Level of theory: ωB97M-V/def2-TZVPD

Properties
**Lowest unoccupied orbital energy**: -2.3 eV
**Spin multiplicity**: 1
**Total charge**: +1

Structure (XYZ):
```
142
Properties=species:S:1:pos:R:3:mulliken_charge:R:1
C 0.363 -0.881 6.198 -1.28
C -0.418 -1.874 5.316 -0.59
C 0.285 -2.061 3.974 -0.57
C -0.133 -1.037 2.917 -0.14
P 1.313 -0.410 1.936 -0.04
C 0.432 0.605 0.714 -1.34
C 1.917 0.866 3.106 -1.19
O -1.011 -1.734 2.013 -0.46
C -1.062 -3.095 2.250 -0.26
C -0.825 -3.795 0.886 0.65
F -1.387 -5.002 0.851 -0.27
F 0.492 -3.934 0.658 -0.26
F -1.344 -3.076 -0.094 -0.33
N 0.029 -3.379 3.243 0.21
C -0.109 -4.579 4.163 -1.01
C 0.130 -5.926 3.488 -0.26
C 1.516 -6.501 3.783 -0.55
C 1.667 -7.911 3.204 -0.99
C 1.937 -7.956 1.702 -0.39
C 3.223 -7.291 1.257 -0.37
O 3.388 -7.552 -0.115 -0.34
C 4.148 -6.578 -0.792 -0.62
H 1.182 -0.405 5.657 0.31
H 0.782 -1.373 7.073 0.39
H -0.280 -0.078 6.553 0.27
H -0.535 -2.812 5.849 0.43
H -1.422 -1.488 5.142 0.43
H 1.366 -2.017 4.124 0.70
H -0.736 -0.247 3.373 0.92
H -0.182 1.401 1.137 0.39
H 1.202 1.064 0.091 0.54
H -0.168 -0.034 0.068 0.42
H 2.804 0.507 3.624 0.32
H 2.215 1.726 2.504 0.44
H 1.176 1.211 3.830 0.32
H -2.037 -3.395 2.643 0.38
H 0.880 -3.545 2.694 0.58
H 0.631 -4.409 4.941 0.65
H -1.096 -4.510 4.612 0.39
H 0.038 -5.842 2.411 -0.30
H -0.644 -6.624 3.805 0.48
H 1.696 -6.513 4.860 0.37
H 2.257 -5.842 3.319 0.37
H 2.437 -8.461 3.746 0.38
H 0.732 -8.450 3.381 0.39
H 1.098 -7.545 1.135 0.05
H 2.009 -9.003 1.401 0.38
H 4.067 -7.711 1.822 0.25
H 3.214 -6.205 1.426 0.30
H 4.265 -6.915 -1.818 0.26
H 3.637 -5.608 -0.796 0.21
H 5.140 -6.460 -0.342 0.32
C -4.440 3.676 7.632 -1.13
C -3.303 4.485 8.214 -0.05
O -2.741 3.858 9.384 -0.37
C -1.908 2.855 9.148 0.79
O -1.567 2.444 8.063 -0.58
O -1.515 2.344 10.317 -0.34
C -0.593 1.261 10.187 -0.59
H -5.204 3.494 8.388 0.33
H -4.893 4.223 6.804 0.37
H -4.084 2.716 7.259 0.28
H -3.656 5.451 8.566 0.30
H -2.510 4.651 7.486 0.19
H 0.264 1.566 9.590 0.28
H -1.087 0.415 9.710 0.26
H -0.280 0.996 11.192 0.24
C -1.865 9.768 3.032 -1.00
C -2.943 9.152 3.892 -0.25
O -3.210 7.783 3.517 -0.37
C -2.332 6.889 3.954 0.77
O -1.371 7.101 4.649 -0.55
O -2.683 5.689 3.474 -0.35
C -1.781 4.638 3.815 -0.48
H -2.113 9.681 1.974 0.19
H -1.756 10.826 3.270 0.37
H -0.905 9.280 3.196 0.33
H -3.898 9.655 3.749 0.31
H -2.689 9.191 4.950 0.37
H -1.611 4.602 4.889 0.19
H -0.828 4.766 3.303 0.29
H -2.258 3.719 3.484 0.21
C 2.268 5.223 -4.790 -1.09
C 2.783 3.962 -4.136 -0.20
O 2.037 3.633 -2.943 -0.36
C 0.857 3.061 -3.151 0.75
O 0.375 2.763 -4.212 -0.55
O 0.267 2.878 -1.961 -0.29
C -1.040 2.307 -2.034 -0.65
H 2.269 6.050 -4.079 0.29
H 2.910 5.487 -5.630 0.36
H 1.255 5.083 -5.163 0.32
H 3.804 4.090 -3.781 0.29
H 2.753 3.113 -4.817 0.32
H -1.028 1.380 -2.606 0.32
H -1.750 2.996 -2.488 0.35
H -1.328 2.109 -1.006 0.13
C -0.537 12.827 -3.516 -1.08
C 0.069 11.690 -2.725 -0.19
O -0.688 11.404 -1.531 -0.36
C -1.801 10.698 -1.717 0.75
O -2.201 10.255 -2.763 -0.56
O -2.408 10.560 -0.534 -0.31
C -3.660 9.870 -0.594 -0.64
H -0.643 13.712 -2.890 0.29
H 0.111 13.073 -4.358 0.35
H -1.516 12.552 -3.904 0.31
H 1.058 11.951 -2.354 0.29
H 0.147 10.782 -3.322 0.31
H -3.555 8.916 -1.106 0.33
H -4.404 10.478 -1.107 0.32
H -3.959 9.706 0.437 0.16
C -0.856 -4.136 -3.211 -0.76
C -1.129 -5.611 -3.005 -0.15
O -1.089 -6.343 -4.239 -0.37
C 0.139 -6.613 -4.692 0.74
O 1.172 -6.312 -4.148 -0.56
O 0.024 -7.250 -5.852 -0.36
C 1.268 -7.573 -6.485 -0.64
H -1.555 -3.712 -3.932 0.35
H -0.962 -3.613 -2.262 0.05
H 0.157 -3.981 -3.578 0.30
H -2.136 -5.775 -2.625 0.35
H -0.415 -6.054 -2.309 0.27
H 1.915 -8.126 -5.807 0.34
H 1.772 -6.664 -6.811 0.29
H 1.014 -8.187 -7.342 0.22
C 1.171 -4.532 -10.502 -1.17
C 0.779 -5.975 -10.273 -0.07
O 0.784 -6.736 -11.492 -0.38
C 1.988 -7.122 -11.915 0.78
O 3.035 -6.920 -11.352 -0.56
O 1.840 -7.753 -13.077 -0.34
C 3.064 -8.192 -13.678 -0.63
H 0.524 -4.079 -11.254 0.30
H 1.070 -3.970 -9.573 0.36
H 2.203 -4.458 -10.840 0.32
H -0.245 -6.044 -9.911 0.37
H 1.438 -6.456 -9.550 0.21
H 3.638 -8.797 -12.981 0.30
H 3.659 -7.337 -13.992 0.29
H 2.767 -8.782 -14.540 0.22
```

=====

(2)
Formula: C39H78O13
Source: the Open Molecules 2025 dataset
Level of theory: ωB97M-V/def2-TZVPD

Properties
**Lowest unoccupied orbital energy**: 0.1 eV
**Spin multiplicity**: 1

Structure (XYZ):
```
130
Properties=species:S:1:pos:R:3:mulliken_charge:R:1
C 0.095 2.852 6.041 -1.50
C 0.412 2.080 4.789 0.77
O -0.422 1.755 3.975 -0.08
C 1.818 1.561 4.639 -0.96
H 0.976 3.411 6.354 0.42
H -0.102 2.140 6.842 0.36
H -0.743 3.515 5.825 0.30
H 2.295 1.288 5.580 0.47
H 2.453 2.271 4.109 0.34
H 1.852 0.639 4.058 -0.07
C -1.064 -2.951 -6.600 -1.32
C -0.758 -2.138 -5.268 0.45
O 0.117 -1.252 -5.212 -0.41
C -1.539 -2.621 -4.082 0.23
H -2.134 -3.144 -6.685 0.39
H -0.535 -3.893 -6.453 0.31
H -0.594 -2.509 -7.478 0.34
H -1.808 -1.786 -3.436 -0.03
H -0.911 -3.229 -3.430 -0.42
H -2.450 -3.162 -4.335 0.40
C -5.937 -1.382 5.300 -1.25
C -5.117 -0.394 4.560 0.80
O -5.717 0.434 3.894 -0.53
C -3.626 -0.506 4.624 -0.44
H -6.991 -1.300 5.036 0.34
H -5.892 -1.259 6.382 0.30
H -5.554 -2.369 5.042 0.33
H -3.127 0.015 5.441 0.33
H -3.106 -0.090 3.761 -0.26
H -3.357 -1.551 4.779 0.43
C 4.170 -0.565 -5.758 -1.22
C 4.312 -0.945 -4.286 0.34
O 5.049 -1.802 -3.851 -0.54
C 3.366 -0.134 -3.343 0.44
H 4.702 -1.271 -6.396 0.35
H 4.483 0.466 -5.922 0.42
H 3.094 -0.601 -5.927 0.21
H 3.390 0.949 -3.470 0.77
H 3.631 -0.268 -2.295 -0.15
H 2.341 -0.421 -3.578 -0.57
C 0.906 1.823 -4.669 -0.23
C 0.515 3.230 -4.422 0.53
O -0.408 3.721 -5.034 -0.61
C 1.223 4.113 -3.425 -0.95
H 0.708 1.168 -3.821 -0.22
H 1.966 1.720 -4.900 0.34
H 0.351 1.487 -5.545 0.36
H 2.057 4.509 -4.004 0.44
H 1.514 3.468 -2.595 0.07
H 0.584 4.929 -3.087 0.29
C -2.856 4.025 -2.564 -1.30
C -2.198 2.799 -1.923 0.35
O -1.606 2.912 -0.865 -0.37
C -2.227 1.474 -2.732 -0.19
H -2.289 4.202 -3.478 0.30
H -2.688 4.921 -1.967 0.31
H -3.907 3.961 -2.847 0.36
H -1.272 0.950 -2.723 -0.50
H -2.550 1.551 -3.770 0.49
H -2.933 0.788 -2.263 0.49
C 0.223 4.154 1.908 0.37
C 0.808 5.441 1.431 0.41
O 0.633 6.470 2.029 -0.58
C 1.681 5.374 0.204 -0.62
H 0.986 3.491 2.316 -0.03
H -0.219 3.619 1.068 -0.30
H -0.648 4.248 2.557 0.23
H 1.257 4.536 -0.348 -0.17
H 2.739 5.195 0.394 0.34
H 1.624 6.207 -0.497 0.37
C -1.512 -4.047 -1.133 0.16
C -2.595 -4.305 -0.112 0.35
O -3.297 -5.271 -0.225 -0.59
C -2.734 -3.389 1.035 -0.41
H -0.556 -3.788 -0.679 0.01
H -1.739 -3.077 -1.575 -0.27
H -1.417 -4.834 -1.881 0.46
H -2.878 -2.377 0.658 0.15
H -1.869 -3.349 1.696 -0.14
H -3.575 -3.563 1.706 0.40
C -3.457 2.927 3.262 0.14
C -4.104 4.118 3.872 0.38
O -3.936 5.214 3.347 -0.60
C -4.936 3.926 5.192 -1.12
H -4.167 2.354 2.667 0.42
H -3.023 2.322 4.058 -0.19
H -2.679 3.231 2.562 -0.02
H -5.951 3.687 4.875 0.28
H -4.863 4.890 5.695 0.39
H -4.603 3.253 5.983 0.30
C 2.984 -4.103 -4.988 -0.79
C 1.972 -4.282 -3.899 0.11
O 1.116 -5.145 -4.033 -0.59
C 2.111 -3.409 -2.655 1.02
H 2.738 -3.082 -5.278 -0.08
H 2.720 -4.704 -5.858 0.38
H 4.036 -4.097 -4.703 0.34
H 1.777 -3.954 -1.772 0.42
H 1.431 -2.570 -2.801 -0.66
H 3.123 -3.034 -2.496 -0.25
C -0.541 0.404 1.151 0.21
C -0.266 -0.207 -0.210 0.67
O -1.072 -0.907 -0.853 -0.48
C 0.937 0.302 -0.985 0.67
H 0.395 0.265 1.692 -0.06
H -1.276 -0.195 1.689 -0.08
H -0.804 1.461 1.190 -0.29
H 1.349 -0.470 -1.635 -1.12
H 1.798 0.596 -0.385 0.54
H 0.681 1.142 -1.630 -0.12
C 4.901 -1.998 -0.159 -1.03
C 3.623 -2.439 0.548 0.87
O 2.641 -1.752 0.501 -0.34
C 3.656 -3.828 1.153 -1.39
H 4.815 -2.398 -1.169 0.12
H 5.765 -2.468 0.311 0.49
H 4.939 -0.909 -0.208 0.24
H 3.792 -4.587 0.383 0.35
H 2.776 -3.993 1.776 0.30
H 4.498 -3.955 1.833 0.44
C 2.526 -2.064 5.418 -1.05
C 1.339 -2.731 4.752 0.61
O 0.708 -3.633 5.238 -0.58
C 0.898 -2.105 3.430 0.78
H 3.059 -2.751 6.075 0.38
H 2.174 -1.187 5.962 0.16
H 3.166 -1.633 4.648 0.30
H 0.126 -2.668 2.906 -0.20
H 1.774 -2.025 2.786 -0.37
H 0.459 -1.125 3.616 -0.03
```